Entry from the OMol25 dataset: a molecular structure, C36H38N6O2PrS3 (the ωB97M-V functional and the def2-TZVPD basis).

Each line ends with the Mulliken charge.
Element x y z (Å)
Pr: 0.081 0.336 0.272  1.0835
C: -3.086 2.208 -0.991  -1.5915
N: -1.900 2.823 -0.369  0.5623
C: -2.371 3.935 0.487  -1.2142
C: -1.745 3.996 1.865  -0.1489
C: -0.232 3.826 1.862  -1.4854
N: 0.192 2.415 1.879  0.2754
C: 0.478 1.980 3.045  -0.7337
C: 1.205 0.762 3.362  0.2776
C: 1.180 0.284 4.684  -0.1986
C: 2.039 -0.695 5.112  -1.1692
C: 3.030 -1.143 4.223  -0.5149
C: 3.090 -0.671 2.936  -0.5596
C: 2.130 0.230 2.435  0.6597
O: 2.119 0.577 1.161  -0.8745
C: -0.813 3.269 -1.289  -0.4498
C: -1.012 3.057 -2.791  -1.6027
C: -0.378 1.767 -3.290  -0.5540
N: -0.781 0.639 -2.453  0.7302
C: -1.448 -0.278 -3.033  -0.7467
C: -2.020 -1.470 -2.408  0.7260
C: -2.407 -2.524 -3.247  -0.5271
C: -2.893 -3.710 -2.744  -1.0897
C: -3.025 -3.838 -1.356  -0.6146
C: -2.685 -2.799 -0.511  -0.8364
C: -2.173 -1.593 -1.017  0.1748
O: -1.848 -0.606 -0.201  0.2022
H: -3.691 2.933 -1.548  0.4754
H: -3.707 1.796 -0.195  0.3740
H: -2.819 1.388 -1.639  0.2871
H: -3.451 3.849 0.599  0.5326
H: -2.196 4.885 -0.027  0.4896
H: -2.177 3.231 2.515  0.0122
H: -1.997 4.962 2.312  0.5229
H: 0.195 4.335 2.726  0.6328
H: 0.204 4.300 0.983  0.4827
H: 0.265 2.621 3.907  0.5054
H: 0.471 0.727 5.380  0.4938
H: 2.001 -1.061 6.130  0.4440
H: 3.773 -1.856 4.563  0.4501
H: 3.878 -0.993 2.264  0.6771
H: 0.131 2.782 -1.003  -0.0583
H: -0.641 4.328 -1.123  1.0112
H: -0.539 3.886 -3.320  0.4612
H: -2.070 3.091 -3.049  0.2687
H: 0.706 1.874 -3.229  -0.1118
H: -0.628 1.600 -4.339  0.6158
H: -1.615 -0.199 -4.111  0.3215
H: -2.297 -2.394 -4.321  0.4473
H: -3.180 -4.519 -3.405  0.4273
H: -3.412 -4.761 -0.938  0.4706
H: -2.807 -2.886 0.566  0.2759
C: -2.719 0.439 2.726  -0.5882
C: -2.007 -0.873 2.845  0.1047
N: -0.877 -1.175 2.265  1.4266
C: -0.509 -2.481 2.532  -0.4298
C: -1.364 -3.159 3.332  -0.3695
S: -2.669 -2.154 3.764  -0.2641
C: 0.738 -3.011 1.976  -0.9472
C: 1.349 -4.147 2.376  -0.3257
S: 2.831 -4.307 1.558  -0.2332
C: 2.564 -2.827 0.732  0.2620
N: 1.412 -2.273 1.018  0.8148
C: 3.653 -2.253 -0.122  -1.4965
H: -2.226 1.086 2.014  -0.6678
H: -2.755 0.953 3.686  0.4886
H: -3.742 0.290 2.381  0.5591
H: -1.297 -4.184 3.674  0.4714
H: 1.033 -4.863 3.124  0.4544
H: 4.630 -2.529 0.281  0.6185
H: 3.576 -1.172 -0.128  0.1076
H: 3.603 -2.628 -1.147  0.3786
S: 1.490 -2.705 -3.595  -0.2888
C: 0.906 -2.229 -2.050  -0.3684
N: 1.266 -1.059 -1.637  1.5145
C: 2.100 -0.446 -2.581  -0.7754
C: 2.741 0.782 -2.409  -0.9365
C: 3.532 1.264 -3.430  -0.6024
C: 3.698 0.535 -4.617  -0.7612
C: 3.096 -0.696 -4.785  -0.5198
C: 2.303 -1.181 -3.744  1.0328
H: 0.271 -2.899 -1.478  0.1375
H: 2.643 1.326 -1.475  0.5178
H: 4.043 2.211 -3.311  0.4909
H: 4.322 0.935 -5.406  0.4283
H: 3.243 -1.270 -5.692  0.4773

## Properties
Multiplicity = 3
Relative energy (zero: lowest compared OMol25 entry of this formula, charge and spin) = 0.637 eV
Charge = +1
Maximum force = 0.8 eV/Å
Orbital gap (spin up / spin down) = 8.2 / 8.2 eV


Entry from the OMol25 dataset: a molecular structure, C28H28N2SiTi in a non-equilibrium geometry (the ωB97M-V functional and the def2-TZVPD basis).

Each line ends with the Mulliken charge.
Element x y z (Å)
C: 0.162 -2.328 -1.636  -0.5747
C: 1.254 -2.224 -0.723  -0.0020
C: 0.902 -2.914 0.470  -0.6610
H: 2.224 -1.746 -0.920  0.5597
C: -0.401 -3.443 0.288  -0.6301
C: -0.884 -3.077 -1.003  -0.4126
H: -1.846 -3.395 -1.455  0.4770
H: 0.137 -1.909 -2.643  0.6147
H: 1.565 -3.035 1.344  0.4853
H: -0.956 -4.080 1.001  0.4654
Ti: -0.600 -1.214 0.140  -0.9797
C: 1.068 2.890 1.375  -1.4076
H: 0.625 2.508 2.313  0.2771
H: 0.527 3.774 1.078  0.3473
H: 2.148 3.238 1.429  0.3029
Si: 1.155 1.420 0.221  0.4611
C: 1.199 1.867 -1.553  0.5351
C: 1.938 1.034 -2.375  0.2432
H: 2.481 0.183 -1.928  0.1941
C: 1.946 1.238 -3.761  -0.9077
H: 2.471 0.511 -4.406  0.3874
C: 1.250 2.366 -4.275  -0.4925
H: 1.305 2.555 -5.338  0.3851
C: 0.501 3.219 -3.444  -0.6242
H: -0.081 4.047 -3.872  0.3948
C: 0.492 2.973 -2.064  -0.3566
H: -0.087 3.574 -1.384  0.3804
C: 2.699 0.527 0.941  0.2840
C: 3.965 0.796 0.405  0.0170
H: 4.029 1.425 -0.482  0.3932
C: 5.116 0.230 0.985  -0.6747
H: 6.109 0.333 0.506  0.3602
C: 4.951 -0.553 2.159  -0.3429
H: 5.816 -1.053 2.616  0.3261
C: 3.684 -0.787 2.771  -0.5956
H: 3.534 -1.478 3.645  0.3433
C: 2.567 -0.199 2.149  -0.4681
H: 1.541 -0.301 2.551  0.3703
H: 0.407 0.090 0.745  0.5447
H: -0.280 2.083 0.091  -0.4927
C: -2.724 -1.995 3.826  -0.8610
C: -3.981 -1.436 3.530  -0.6089
C: -4.148 -0.816 2.275  -0.7398
C: -3.094 -0.790 1.340  0.7967
N: -1.875 -1.322 1.691  0.5400
C: -1.687 -1.922 2.896  -0.2651
C: -3.196 -0.179 0.016  0.5137
C: -4.322 0.521 -0.431  -1.0318
C: -4.329 1.055 -1.738  -0.5254
C: -3.181 0.887 -2.547  -0.8339
C: -2.103 0.190 -2.067  0.0182
N: -2.093 -0.303 -0.813  0.6003
H: -2.544 -2.477 4.785  0.3853
H: -4.820 -1.493 4.240  0.3947
H: -5.104 -0.363 1.996  0.2967
H: -0.709 -2.343 3.074  0.4931
H: -5.165 0.681 0.259  0.3113
H: -5.206 1.610 -2.090  0.4027
H: -3.170 1.292 -3.568  0.4034
H: -1.182 0.058 -2.638  0.1831

## Properties
Multiplicity = 3
Relative energy (zero: lowest compared OMol25 entry of this formula, charge and spin) = 0.000 eV
Charge = 0
Maximum force = 3.4 eV/Å
Orbital gap (spin up / spin down) = 5.5 / 5.7 eV


Entry from the OMol25 dataset: a molecular structure, C28H77FeN8O10 in a non-equilibrium geometry (the ωB97M-V functional and the def2-TZVPD basis).

Each line ends with the Mulliken charge.
Element x y z (Å)
Fe: 1.683 -1.577 -2.517  0.4509
N: -0.108 -0.430 -0.159  0.7641
O: -0.172 0.782 -0.254  -0.9826
O: 0.167 -1.130 -1.111  0.2359
O: -0.228 -0.994 0.914  -0.4154
C: 0.237 3.725 -4.685  -1.5197
C: -0.004 3.855 -3.084  0.1031
C: -0.968 4.999 -2.621  -0.7796
O: -0.534 6.204 -3.055  -0.3291
C: -1.477 7.264 -2.962  -0.8002
N: -0.491 2.560 -2.721  0.2704
H: -0.696 3.485 -5.195  0.3238
H: 0.944 2.939 -4.952  0.3375
H: 0.681 4.622 -5.116  0.5009
H: 0.959 3.895 -2.574  0.2933
H: -0.934 5.052 -1.533  0.4516
H: -1.953 4.809 -3.046  0.4567
H: -1.814 7.458 -1.944  0.3131
H: -2.362 7.039 -3.559  0.3293
H: -1.119 8.221 -3.341  0.2713
H: -0.201 2.198 -1.824  -0.2920
H: -1.489 2.714 -2.703  0.1771
C: 4.416 -2.827 0.714  -1.4272
C: 3.263 -2.120 -0.026  1.0767
C: 3.726 -0.692 -0.491  -0.9672
O: 2.736 -0.175 -1.426  0.1146
C: 2.806 1.257 -1.329  -0.2308
N: 2.770 -2.858 -1.118  -0.0498
H: 4.940 -2.212 1.446  0.4251
H: 5.256 -3.042 0.054  0.4367
H: 4.052 -3.715 1.232  0.1931
H: 2.369 -1.967 0.577  -0.3618
H: 4.680 -0.741 -1.015  0.3916
H: 3.882 -0.143 0.437  0.2676
H: 2.168 1.744 -2.067  -0.2707
H: 3.753 1.793 -1.385  0.4762
H: 2.426 1.557 -0.353  -0.0472
H: 2.311 -3.654 -0.701  0.4004
H: 3.622 -3.239 -1.505  0.2905
C: 2.170 -6.105 1.861  -1.4950
C: 1.033 -5.523 1.065  0.1526
C: 0.455 -4.261 1.859  0.9956
O: -0.405 -4.754 2.878  -0.4479
C: -1.077 -3.685 3.573  -0.6887
N: 1.393 -5.229 -0.275  -0.6052
H: 2.211 -7.164 1.607  0.4394
H: 1.979 -6.073 2.934  0.3174
H: 3.167 -5.722 1.640  0.3270
H: 0.251 -6.277 0.970  0.4306
H: -0.144 -3.659 1.175  -0.9101
H: 1.256 -3.597 2.184  0.2241
H: -1.374 -4.002 4.572  0.4348
H: -1.894 -3.247 3.000  0.2117
H: -0.424 -2.822 3.708  0.2134
H: 1.802 -6.075 -0.646  0.2527
H: 0.608 -5.032 -0.878  0.1775
C: -1.601 2.032 7.285  -1.3445
C: -1.431 0.550 6.906  0.3086
C: -2.169 0.100 5.633  -0.3620
O: -1.815 0.984 4.549  -0.3104
C: -2.169 0.647 3.253  -0.7600
N: 0.007 0.358 6.712  -0.7001
H: -1.169 2.681 6.524  0.1509
H: -1.027 2.250 8.185  0.4001
H: -2.608 2.359 7.546  0.3751
H: -1.792 -0.021 7.761  0.4837
H: -3.250 0.108 5.769  0.5168
H: -1.773 -0.889 5.398  0.0702
H: -3.237 0.615 3.035  0.3600
H: -1.721 -0.291 2.924  0.1439
H: -1.639 1.383 2.648  0.3060
H: 0.184 -0.571 6.355  0.3324
H: 0.225 0.925 5.905  0.0076
C: -1.525 -0.657 -3.996  -0.4816
C: -0.173 -0.479 -4.710  -0.4492
C: -0.288 0.471 -5.975  -0.8375
O: 1.005 0.564 -6.506  -0.3649
C: 1.081 1.428 -7.680  -0.8078
N: 0.809 0.005 -3.727  0.7443
H: -1.462 -1.467 -3.270  -0.1033
H: -2.229 -0.961 -4.771  0.5321
H: -1.921 0.299 -3.655  0.1401
H: 0.179 -1.428 -5.115  0.7172
H: -0.658 1.417 -5.581  0.0277
H: -0.965 0.014 -6.697  0.5910
H: 0.557 1.042 -8.554  0.3325
H: 2.114 1.383 -8.026  0.2844
H: 0.773 2.470 -7.595  0.3042
H: 1.484 0.486 -4.304  0.3960
H: 0.280 0.759 -3.314  -0.7084
C: 0.700 2.938 4.206  -1.8953
C: 1.067 1.953 3.159  1.8609
C: 2.536 1.987 2.671  -0.4526
O: 2.648 3.054 1.746  -0.2141
C: 3.933 3.570 1.503  -0.8451
N: 0.795 0.650 3.782  -0.7790
H: 1.149 3.914 4.026  0.5450
H: 1.058 2.693 5.206  0.3831
H: -0.356 3.204 4.243  0.2490
H: 0.421 1.983 2.282  -0.2539
H: 2.868 1.102 2.129  -0.3576
H: 3.215 2.122 3.513  0.6177
H: 3.970 4.476 0.898  0.2518
H: 4.515 2.780 1.029  0.2870
H: 4.436 3.813 2.440  0.3385
H: 0.776 -0.002 3.012  -0.0869
H: -0.146 0.606 4.147  0.3404
C: -4.026 -1.548 0.701  -1.3468
C: -3.696 -2.633 -0.290  0.0577
C: -3.509 -2.144 -1.718  0.4032
O: -4.863 -1.720 -2.086  -0.4197
C: -5.005 -0.912 -3.259  -0.6864
N: -2.581 -3.440 0.179  -0.4479
H: -4.423 -1.941 1.637  0.4011
H: -4.831 -0.922 0.316  0.5133
H: -3.164 -0.905 0.877  0.0320
H: -4.555 -3.299 -0.206  0.3912
H: -3.106 -2.924 -2.364  0.5661
H: -2.857 -1.271 -1.754  -0.5433
H: -4.779 -1.564 -4.102  0.2805
H: -4.314 -0.069 -3.253  0.2162
H: -6.054 -0.636 -3.364  0.3057
H: -2.411 -4.092 -0.573  0.2609
H: -1.792 -2.811 0.129  -0.1759

## Properties
Multiplicity = 5
Relative energy (zero: lowest compared OMol25 entry of this formula, charge and spin) = 1.795 eV
Charge = +1
Maximum force = 5.6 eV/Å
Orbital gap (spin up / spin down) = 6.8 / 6.0 eV


Repeat the second record exactly.
Entry from the OMol25 dataset: a molecular structure, C28H28N2SiTi in a non-equilibrium geometry (the ωB97M-V functional and the def2-TZVPD basis).

Each line ends with the Mulliken charge.
Element x y z (Å)
C: 0.162 -2.328 -1.636  -0.5747
C: 1.254 -2.224 -0.723  -0.0020
C: 0.902 -2.914 0.470  -0.6610
H: 2.224 -1.746 -0.920  0.5597
C: -0.401 -3.443 0.288  -0.6301
C: -0.884 -3.077 -1.003  -0.4126
H: -1.846 -3.395 -1.455  0.4770
H: 0.137 -1.909 -2.643  0.6147
H: 1.565 -3.035 1.344  0.4853
H: -0.956 -4.080 1.001  0.4654
Ti: -0.600 -1.214 0.140  -0.9797
C: 1.068 2.890 1.375  -1.4076
H: 0.625 2.508 2.313  0.2771
H: 0.527 3.774 1.078  0.3473
H: 2.148 3.238 1.429  0.3029
Si: 1.155 1.420 0.221  0.4611
C: 1.199 1.867 -1.553  0.5351
C: 1.938 1.034 -2.375  0.2432
H: 2.481 0.183 -1.928  0.1941
C: 1.946 1.238 -3.761  -0.9077
H: 2.471 0.511 -4.406  0.3874
C: 1.250 2.366 -4.275  -0.4925
H: 1.305 2.555 -5.338  0.3851
C: 0.501 3.219 -3.444  -0.6242
H: -0.081 4.047 -3.872  0.3948
C: 0.492 2.973 -2.064  -0.3566
H: -0.087 3.574 -1.384  0.3804
C: 2.699 0.527 0.941  0.2840
C: 3.965 0.796 0.405  0.0170
H: 4.029 1.425 -0.482  0.3932
C: 5.116 0.230 0.985  -0.6747
H: 6.109 0.333 0.506  0.3602
C: 4.951 -0.553 2.159  -0.3429
H: 5.816 -1.053 2.616  0.3261
C: 3.684 -0.787 2.771  -0.5956
H: 3.534 -1.478 3.645  0.3433
C: 2.567 -0.199 2.149  -0.4681
H: 1.541 -0.301 2.551  0.3703
H: 0.407 0.090 0.745  0.5447
H: -0.280 2.083 0.091  -0.4927
C: -2.724 -1.995 3.826  -0.8610
C: -3.981 -1.436 3.530  -0.6089
C: -4.148 -0.816 2.275  -0.7398
C: -3.094 -0.790 1.340  0.7967
N: -1.875 -1.322 1.691  0.5400
C: -1.687 -1.922 2.896  -0.2651
C: -3.196 -0.179 0.016  0.5137
C: -4.322 0.521 -0.431  -1.0318
C: -4.329 1.055 -1.738  -0.5254
C: -3.181 0.887 -2.547  -0.8339
C: -2.103 0.190 -2.067  0.0182
N: -2.093 -0.303 -0.813  0.6003
H: -2.544 -2.477 4.785  0.3853
H: -4.820 -1.493 4.240  0.3947
H: -5.104 -0.363 1.996  0.2967
H: -0.709 -2.343 3.074  0.4931
H: -5.165 0.681 0.259  0.3113
H: -5.206 1.610 -2.090  0.4027
H: -3.170 1.292 -3.568  0.4034
H: -1.182 0.058 -2.638  0.1831

## Properties
Multiplicity = 3
Relative energy (zero: lowest compared OMol25 entry of this formula, charge and spin) = 0.000 eV
Charge = 0
Maximum force = 3.4 eV/Å
Orbital gap (spin up / spin down) = 5.5 / 5.7 eV


Q: Look up the multiplicity of the third one.
A: 5


Q: Which value of relative energy (zero: lowest compared OMol25 entry of this formula, charge and spin) does entry 1 give?
A: 0.637 eV